Entry 1:
A single C3H7NO2 molecule, computed with wB97M-V/def2-TZVPD.

```
13
Properties=species:S:1:pos:R:3:lowdin_charge:R:1
C 1.900 -0.942 -0.022 -0.07
O 0.470 -0.810 0.012 -0.14
C -0.126 0.445 -0.109 -0.43
C 0.746 1.656 0.036 -0.05
N -1.408 0.502 -0.060 0.02
O -2.123 -0.682 0.049 -0.06
H 2.243 -0.371 0.823 0.07
H 2.155 -2.019 0.295 0.12
H 2.308 -0.704 -1.015 0.10
H 0.978 1.692 1.171 0.11
H 0.028 2.519 -0.122 0.09
H 1.708 1.788 -0.638 0.12
H -1.453 -1.444 -0.009 0.11
```

For the LUMO energy, the calculation gives 0.72 eV. The calculation puts the energy above the lowest of the compared OMol25 structures with the same formula, charge and spin at 84.5 kcal/mol. The calculation puts the electronic energy at -323.64625 hartree. The SMILES is CO/C(C)=N\O.



Entry 2:
A molecular structure, C49H51AsKNP, computed with wB97M-V/def2-TZVPD.

```
104
Properties=species:S:1:pos:R:3:lowdin_charge:R:1
K -0.522 -1.494 0.262 0.59
C -5.134 -0.620 -1.473 -0.09
C -5.890 -1.657 -0.943 -0.08
C -5.240 -2.718 -0.348 -0.03
C -3.836 -2.746 -0.288 -0.24
N -3.114 -1.726 -0.785 0.06
C -3.759 -0.711 -1.358 -0.15
C -3.129 -3.871 0.350 -0.27
C -3.700 -5.149 0.254 -0.09
C -3.126 -6.222 0.910 -0.13
C -1.981 -6.003 1.669 -0.13
C -1.415 -4.736 1.718 -0.18
C -1.938 -3.602 1.065 -0.17
H -5.597 0.230 -1.956 0.09
H -6.972 -1.628 -0.988 0.10
H -5.805 -3.525 0.095 0.10
H -3.130 0.070 -1.764 0.07
H -4.575 -5.312 -0.370 0.09
H -3.560 -7.212 0.833 0.08
H -1.528 -6.832 2.207 0.09
H -0.500 -4.622 2.296 0.07
C 2.317 -6.196 1.952 -0.11
C 1.607 -5.938 0.790 -0.11
C 1.749 -4.720 0.145 -0.05
C 2.601 -3.731 0.634 -0.17
C 3.297 -3.996 1.812 -0.04
C 3.159 -5.216 2.460 -0.09
H 2.200 -7.142 2.469 0.09
H 0.919 -6.675 0.392 0.10
H 1.182 -4.530 -0.762 0.12
H 3.956 -3.243 2.219 0.10
H 3.713 -5.399 3.375 0.09
C 2.806 1.512 -1.461 -0.14
C 3.123 1.662 0.037 -0.67
C 2.540 2.983 0.539 -0.13
C 4.642 1.735 0.179 -0.10
P 2.253 0.106 0.790 1.07
C 3.366 -1.255 0.577 -0.41
C 2.815 -2.457 -0.185 -0.34
C 3.782 -2.811 -1.301 -0.08
C 5.109 -2.715 -1.075 -0.15
C 5.617 -2.064 0.093 -0.16
C 4.752 -1.263 0.810 -0.21
C 2.102 0.463 2.668 -0.69
C 0.951 1.452 2.896 -0.12
C 3.366 0.959 3.367 -0.09
C 1.697 -0.880 3.281 -0.11
H 3.347 2.258 -2.056 0.08
H 1.734 1.633 -1.639 0.02
H 3.108 0.518 -1.807 0.07
H 2.885 3.798 -0.109 0.08
H 2.873 3.209 1.553 0.06
H 1.452 2.972 0.521 0.01
H 5.001 2.638 -0.331 0.08
H 5.121 0.875 -0.283 0.07
H 4.954 1.793 1.223 0.06
H 1.836 -2.208 -0.613 0.06
H 3.387 -3.212 -2.229 0.08
H 5.811 -3.067 -1.826 0.08
H 6.681 -2.063 0.298 0.07
H 5.175 -0.578 1.538 0.08
H 1.240 2.476 2.661 0.05
H 0.628 1.421 3.943 0.08
H 0.093 1.189 2.270 0.05
H 3.648 1.958 3.033 0.06
H 4.199 0.279 3.187 0.07
H 3.196 1.004 4.450 0.08
H 0.758 -1.238 2.849 0.06
H 1.551 -0.778 4.362 0.08
H 2.456 -1.639 3.093 0.06
C -0.390 7.059 -2.220 -0.10
C 0.609 6.105 -2.362 -0.09
C 0.398 4.811 -1.915 -0.12
C -0.810 4.447 -1.323 -0.37
C -1.800 5.413 -1.173 -0.11
C -1.592 6.710 -1.622 -0.09
As -1.013 2.555 -0.817 1.37
C -2.655 2.756 0.224 -0.40
C -2.462 3.186 1.537 -0.13
C -3.541 3.394 2.382 -0.08
C -4.832 3.161 1.924 -0.09
C -5.033 2.721 0.626 -0.08
C -3.950 2.521 -0.220 -0.12
C -1.608 1.950 -2.577 -0.41
C -0.947 0.844 -3.108 -0.13
C -1.283 0.347 -4.359 -0.08
C -2.290 0.955 -5.094 -0.09
C -2.942 2.070 -4.583 -0.08
C -2.595 2.571 -3.337 -0.12
H -0.227 8.070 -2.570 0.10
H 1.555 6.378 -2.814 0.10
H 1.178 4.064 -2.024 0.08
H -2.739 5.160 -0.694 0.10
H -2.373 7.451 -1.504 0.10
H -1.453 3.358 1.898 0.09
H -3.376 3.725 3.399 0.10
H -5.677 3.315 2.583 0.10
H -6.036 2.526 0.267 0.10
H -4.120 2.168 -1.229 0.07
H -0.165 0.362 -2.530 0.09
H -0.762 -0.514 -4.756 0.11
H -2.563 0.567 -6.067 0.10
H -3.722 2.552 -5.159 0.10
H -3.095 3.454 -2.958 0.10
```

For the LUMO energy, the calculation gives 2.14 eV. The calculation puts the energy above the lowest of the compared OMol25 structures with the same formula, charge and spin at 0.1 kcal/mol. The calculation puts the electronic energy at -5129.56365 hartree. As for the total charge: -1.



Entry 3:
3 unconnected molecules or ions with the total composition C16H38INO6PS, computed with wB97M-V/def2-TZVPD.

```
64
Properties=species:S:1:pos:R:3:lowdin_charge:R:1
S 1.293 -1.662 -3.671 0.45
C 2.500 -2.708 -4.347 -0.70
N 3.293 -3.694 -4.945 -0.20
P 4.973 -3.111 -4.759 0.21
C 5.735 -4.858 -4.860 -0.42
C 5.118 -5.952 -3.805 -0.34
C 5.408 -7.479 -4.422 -0.63
I 6.686 -8.691 -3.055 0.53
H 5.015 -2.988 -6.222 -0.04
H 4.448 -1.750 -4.633 -0.07
H 4.942 -3.207 -3.310 -0.03
H 6.301 -2.506 -4.759 -0.08
H 5.717 -5.213 -5.980 0.07
H 6.889 -4.741 -4.575 0.09
H 5.677 -5.949 -2.754 0.07
H 3.963 -5.882 -3.631 0.09
H 4.387 -8.061 -4.504 0.05
H 5.901 -7.381 -5.480 0.05
C 0.511 3.204 3.492 -0.11
O 1.160 2.091 2.900 -0.20
C 0.869 0.869 3.581 -0.19
C 1.016 -0.321 2.629 -0.17
O -0.104 -0.477 1.746 -0.14
C -0.200 0.480 0.682 -0.17
C 0.845 0.264 -0.416 -0.20
O 2.110 0.793 -0.011 -0.21
C 3.196 0.148 -0.657 -0.11
H 0.861 3.350 4.517 0.08
H 0.749 4.094 2.903 0.09
H -0.574 3.064 3.479 0.07
H -0.147 0.885 3.989 0.12
H 1.587 0.772 4.403 0.12
H 1.039 -1.235 3.233 0.12
H 1.955 -0.288 2.073 0.12
H -0.187 1.501 1.067 0.12
H -1.190 0.323 0.241 0.11
H 0.543 0.796 -1.322 0.12
H 0.927 -0.808 -0.634 0.11
H 3.198 -0.920 -0.424 0.09
H 4.125 0.581 -0.278 0.09
H 3.145 0.301 -1.740 0.08
C -6.716 2.688 4.481 -0.11
O -6.161 3.186 3.274 -0.21
C -5.159 4.177 3.506 -0.19
C -4.175 4.225 2.334 -0.17
O -3.214 3.161 2.362 -0.15
C -3.709 1.861 2.011 -0.16
C -4.004 1.715 0.515 -0.19
O -5.260 2.316 0.194 -0.21
C -5.326 2.734 -1.161 -0.11
H -7.217 3.490 5.030 0.08
H -7.446 1.915 4.230 0.09
H -5.936 2.236 5.100 0.09
H -4.612 3.966 4.431 0.12
H -5.667 5.143 3.599 0.12
H -3.589 5.147 2.424 0.13
H -4.686 4.271 1.371 0.12
H -4.567 1.586 2.628 0.12
H -2.902 1.166 2.265 0.12
H -4.073 0.654 0.255 0.13
H -3.194 2.178 -0.062 0.12
H -4.546 3.470 -1.372 0.09
H -6.297 3.208 -1.326 0.09
H -5.229 1.874 -1.833 0.09
```

For the LUMO energy, the calculation gives 2.08 eV. The calculation puts the electronic energy at -2175.55879 hartree. As for the total charge: -1.



Entry 4:
A molecular structure, C23H33Cl2CrN4O4, computed with wB97M-V/def2-TZVPD.

```
67
Properties=species:S:1:pos:R:3:lowdin_charge:R:1
O -1.121 -3.407 -1.129 0.05
C -0.872 -2.668 -2.065 -0.20
C 0.382 -2.598 -2.933 -0.18
C 1.683 -2.569 -2.402 -0.03
H 1.844 -2.172 -1.400 0.07
C 2.747 -3.095 -3.149 -0.06
H 3.750 -3.174 -2.714 0.11
C 2.528 -3.529 -4.467 -0.09
H 3.331 -4.002 -5.042 0.10
C 1.293 -3.244 -5.083 -0.08
H 1.155 -3.459 -6.147 0.10
C 0.258 -2.672 -4.335 -0.04
H -0.674 -2.331 -4.788 0.11
H -1.551 -1.827 -2.391 0.11
C -1.835 1.373 -2.462 -0.14
C -0.384 1.468 -2.136 -0.56
H -2.023 1.468 -3.536 0.08
H -2.461 2.112 -1.955 0.06
H -2.167 0.351 -2.213 0.05
C 0.547 1.265 -3.078 -0.29
C 0.680 2.164 -4.263 -0.11
H 1.248 0.444 -2.949 0.04
H 0.746 1.636 -5.222 0.06
H 1.552 2.819 -4.196 0.07
H -0.187 2.827 -4.328 0.07
Cr 0.050 1.375 -0.236 0.25
Cl 2.100 0.586 -0.489 0.21
Cl 0.136 3.525 -0.822 0.25
C 1.593 2.864 1.659 -0.36
O 0.522 2.203 1.636 -0.22
N 1.879 3.814 2.546 -0.16
C 0.917 4.116 3.604 -0.02
C 2.960 4.770 2.319 -0.03
H 2.388 2.684 0.909 0.08
H 0.166 3.324 3.562 0.08
H 0.452 5.095 3.431 0.10
H 1.413 4.130 4.584 0.09
H 3.562 4.443 1.469 0.09
H 3.609 4.862 3.191 0.09
H 2.567 5.771 2.098 0.10
H -4.607 1.848 2.010 0.10
H -5.133 -0.800 2.044 0.10
C -4.406 1.637 0.950 -0.01
C -4.734 -0.825 1.021 -0.03
N -3.835 0.297 0.816 -0.16
H -3.714 2.383 0.549 0.10
C -2.550 0.140 0.542 -0.23
O -1.804 1.167 0.417 -0.17
H -4.190 -1.759 0.858 0.10
H -2.160 -0.887 0.417 0.16
H -5.355 1.663 0.406 0.10
H -5.574 -0.757 0.318 0.10
N 2.211 -4.490 3.551 0.16
C 1.959 -3.732 2.433 -0.47
O 2.401 -4.048 1.323 0.05
C 1.081 -2.537 2.628 -0.10
C 0.367 -2.285 3.818 -0.01
C -0.371 -1.111 3.907 -0.04
C -0.424 -0.248 2.797 -0.13
N 0.179 -0.525 1.635 0.03
C 0.939 -1.620 1.567 -0.07
H 2.885 -5.230 3.453 0.11
H 2.096 -4.108 4.484 0.09
H 0.391 -2.982 4.651 0.11
H -0.920 -0.829 4.804 0.11
H -0.992 0.678 2.885 0.11
H 1.479 -1.783 0.639 0.07
```

For the LUMO energy (spin up / spin down), the calculation gives 0.07 / 0.06 eV. The calculation puts the energy above the lowest of the compared OMol25 structures with the same formula, charge and spin at 72.6 kcal/mol. The calculation puts the electronic energy at -3381.03463 hartree. Its spin multiplicity is 4.